Record 1
108
Properties=species:S:1:pos:R:3:lowdin_charge:R:1 method="wB97M-V/def2-TZVPD" energy_ev=-116638.718 homo_energy_ev=-9.467 total_charge=+1 gap_ha=0.2440 multiplicity=1
C -1.79 3.35 2.68 -0.104
C -2.39 4.28 1.61 -0.231
C -3.76 3.81 1.04 -0.154
C -3.71 3.69 -0.49 -0.169
N -3.63 2.32 -1.04 -0.208
C -2.92 1.36 -0.20 -0.212
C -2.26 0.28 -1.10 -0.154
C -0.86 -0.06 -0.53 -0.182
C 0.16 1.03 -0.93 -0.119
C 1.31 0.60 -1.87 -0.363
C 1.46 1.72 -2.91 -0.073
O 2.10 2.87 -2.33 0.027
C 1.49 4.03 -2.58 -0.806
F 2.32 4.99 -2.19 0.191
F 0.40 4.18 -1.88 0.212
F 1.24 4.22 -3.84 0.228
C 1.09 -0.68 -2.66 -0.131
O 2.15 -0.98 -3.52 -0.083
C 3.37 -1.17 -2.84 -0.175
C 3.76 -0.07 -1.83 -0.422
P 4.96 1.19 -2.55 0.950
C 4.98 2.66 -1.40 -0.235
O 4.34 1.78 -3.98 -0.304
N 2.58 0.46 -1.05 -0.283
S 2.37 -0.62 0.39 0.986
C -4.80 1.85 -1.58 -1.075
S -5.76 0.67 -1.01 0.749
S -5.27 2.73 -3.09 0.893
C -6.13 1.52 -4.13 -0.490
C -7.02 2.32 -5.10 -0.323
C -6.29 2.74 -6.38 -0.114
H -1.15 2.60 2.19 0.053
H -2.53 2.85 3.30 0.081
H -1.13 3.90 3.33 0.033
H -1.64 4.38 0.83 0.087
H -2.51 5.28 2.02 0.102
H -4.13 2.91 1.54 0.112
H -4.46 4.60 1.28 0.108
H -4.62 4.14 -0.89 0.092
H -2.90 4.28 -0.93 0.112
H -3.52 0.79 0.52 0.076
H -2.13 1.83 0.37 0.102
H -2.14 0.74 -2.08 0.115
H -2.88 -0.61 -1.19 0.086
H -0.57 -1.09 -0.74 0.073
H -0.98 0.00 0.55 0.117
H 0.55 1.48 -0.02 0.115
H -0.41 1.83 -1.39 0.108
H 1.97 1.38 -3.81 0.132
H 0.46 2.00 -3.25 0.151
H 0.93 -1.54 -2.01 0.094
H 0.18 -0.56 -3.25 0.167
H 4.15 -1.33 -3.58 0.134
H 3.29 -2.10 -2.27 0.123
H 4.39 -0.58 -1.11 0.079
H 4.43 3.49 -1.85 0.026
H 4.57 2.45 -0.41 0.041
H 6.02 2.94 -1.29 0.037
H 4.61 2.70 -4.06 0.065
H 2.75 1.37 -0.62 0.111
H 1.33 -1.42 0.07 -0.098
H -5.38 1.02 -4.75 0.070
H -6.68 0.79 -3.55 0.033
H -7.30 3.25 -4.60 0.075
H -7.95 1.80 -5.30 0.103
H -6.65 3.72 -6.68 0.068
H -6.50 2.05 -7.20 0.070
H -5.22 2.86 -6.22 0.064
C -1.80 -3.69 -0.29 -0.108
C -1.67 -4.00 1.18 -0.103
O -2.08 -2.78 1.79 0.074
C -2.87 -2.12 0.91 -0.560
O -3.47 -1.12 1.16 0.147
O -2.85 -2.71 -0.31 0.052
H -2.08 -4.56 -0.89 0.142
H -0.90 -3.24 -0.71 0.089
H -2.34 -4.80 1.50 0.138
H -0.65 -4.26 1.46 0.120
C 0.70 5.19 7.54 -0.119
C 1.42 5.18 6.21 -0.122
O 0.41 4.66 5.32 0.046
C -0.80 4.91 5.88 -0.553
O -1.84 4.76 5.33 0.164
O -0.66 5.36 7.16 0.068
H 1.03 6.00 8.19 0.134
H 0.80 4.24 8.07 0.134
H 1.70 6.18 5.87 0.133
H 2.30 4.54 6.20 0.131
C 2.28 -6.10 0.91 -0.094
C 2.93 -6.28 -0.44 -0.091
O 2.20 -5.35 -1.26 0.084
C 1.69 -4.41 -0.45 -0.550
O 1.17 -3.40 -0.84 0.067
O 1.83 -4.74 0.85 0.069
H 2.97 -6.25 1.74 0.095
H 1.41 -6.75 1.04 0.142
H 3.99 -6.00 -0.44 0.140
H 2.84 -7.29 -0.82 0.139
C 5.20 -8.67 5.13 -0.107
C 5.86 -8.88 3.79 -0.109
O 5.14 -7.97 2.95 0.059
C 4.62 -7.00 3.74 -0.556
O 4.10 -6.00 3.34 0.138
O 4.75 -7.32 5.05 0.078
H 5.88 -8.81 5.97 0.137
H 4.33 -9.32 5.28 0.136
H 6.91 -8.60 3.80 0.137
H 5.77 -9.90 3.42 0.136

Record 2
108
Properties=species:S:1:pos:R:3:lowdin_charge:R:1 method="wB97M-V/def2-TZVPD" energy_ev=-258095.396 homo_energy_ev=-5.591 total_charge=-1 gap_ha=0.2689 multiplicity=1
C 1.89 -6.81 6.24 -0.106
C 0.78 -7.83 5.99 -0.257
C 0.49 -8.04 4.50 -0.174
C -0.28 -6.89 3.90 -0.210
O -0.13 -6.97 2.48 -0.195
C -1.01 -6.25 1.66 -0.799
S -0.11 -6.43 0.05 0.862
C -2.36 -6.97 1.62 -0.150
C -3.30 -6.73 0.45 -0.186
C -3.87 -5.35 0.19 -0.809
F -2.93 -4.54 -0.37 -0.047
Br -4.54 -4.50 1.78 1.006
C -5.04 -5.46 -0.83 -0.962
F -4.75 -6.39 -1.76 0.039
F -6.17 -5.85 -0.25 0.018
Br -5.39 -3.78 -1.75 0.817
O -1.32 -4.95 2.06 -0.119
C -0.47 -3.82 2.30 -0.590
Cl 1.27 -4.31 2.54 0.791
C -0.52 -2.97 1.03 -0.186
C 0.51 -1.85 0.88 -0.194
C 0.03 -0.78 -0.10 -0.083
C 0.54 0.60 0.21 -0.465
O 1.02 0.98 1.23 0.139
O 0.40 1.44 -0.88 -0.048
C 1.58 2.19 -1.20 -0.234
C 1.28 3.04 -2.43 -0.064
C -1.06 -3.04 3.58 -0.267
C 0.05 -2.40 4.40 -0.153
C -0.38 -1.30 5.39 -0.169
C 0.09 -1.53 6.83 -0.227
C 0.10 -0.18 7.55 -0.297
S 0.50 -0.30 9.28 0.346
O 1.03 -1.59 9.60 -0.339
O 1.17 0.89 9.72 -0.353
Cl -1.37 -0.24 10.11 0.366
N -1.93 -3.95 4.32 0.152
C -2.08 -4.07 5.67 -0.650
F -2.95 -5.06 5.93 0.126
F -0.93 -4.35 6.32 0.124
F -2.59 -2.99 6.34 0.105
C -2.00 -1.88 2.98 -0.641
O -1.41 -0.85 2.65 0.014
O -3.22 -2.21 2.88 -0.119
H 1.99 -6.58 7.30 0.070
H 1.73 -5.88 5.71 0.058
H 2.85 -7.22 5.90 0.072
H 1.10 -8.78 6.41 0.099
H -0.13 -7.54 6.52 0.106
H -0.03 -8.98 4.33 0.112
H 1.45 -8.09 3.98 0.121
H -1.33 -6.90 4.18 0.127
H 0.16 -5.95 4.23 0.068
H -0.89 -5.61 -0.66 -0.137
H -2.10 -8.03 1.60 0.132
H -2.87 -6.76 2.56 0.106
H -4.18 -7.37 0.62 0.131
H -2.85 -7.08 -0.48 0.109
H -0.33 -3.67 0.22 0.084
H -1.54 -2.63 0.90 0.115
H 1.43 -2.29 0.48 0.105
H 0.73 -1.35 1.81 0.085
H -1.07 -0.74 -0.13 0.134
H 0.35 -0.99 -1.13 0.123
H 1.86 2.81 -0.35 0.113
H 2.39 1.48 -1.40 0.123
H 0.20 3.17 -2.50 0.078
H 1.76 4.01 -2.36 0.066
H 1.62 2.54 -3.34 0.069
H 0.74 -1.94 3.69 0.092
H 0.63 -3.16 4.93 0.089
H -1.45 -1.13 5.38 0.117
H 0.06 -0.36 5.04 0.119
H 1.09 -1.97 6.85 0.120
H -0.59 -2.18 7.37 0.096
H -0.90 0.25 7.49 0.094
H 0.80 0.54 7.13 0.112
H -2.83 -4.00 3.85 0.082
C 2.87 6.08 -7.47 -0.077
C 2.08 5.42 -6.36 -0.281
O 2.54 5.74 -5.06 -0.164
C 2.51 7.11 -4.71 -0.281
C 1.14 7.75 -4.78 -0.077
H 3.93 5.82 -7.41 0.081
H 2.49 5.75 -8.44 0.074
H 2.78 7.17 -7.44 0.056
H 2.17 4.33 -6.43 0.118
H 1.01 5.65 -6.46 0.108
H 3.22 7.68 -5.33 0.107
H 2.89 7.14 -3.69 0.117
H 0.73 7.75 -5.79 0.062
H 1.19 8.78 -4.44 0.074
H 0.43 7.21 -4.13 0.081
C 1.89 9.96 -11.06 -0.079
C 1.13 9.29 -9.93 -0.281
O 1.61 9.61 -8.64 -0.173
C 1.56 10.98 -8.27 -0.281
C 0.16 11.58 -8.29 -0.078
H 2.95 9.72 -11.01 0.081
H 1.50 9.62 -12.02 0.076
H 1.79 11.05 -11.03 0.065
H 1.25 8.20 -10.00 0.115
H 0.06 9.49 -10.01 0.108
H 2.23 11.57 -8.91 0.107
H 1.96 11.01 -7.26 0.117
H -0.27 11.58 -9.29 0.065
H 0.20 12.61 -7.94 0.076
H -0.50 11.01 -7.63 0.081

Record 3
112
Properties=species:S:1:pos:R:3:lowdin_charge:R:1 method="wB97M-V/def2-TZVPD" energy_ev=-339701.633 smiles="CCCCCCCCCC[C@@H](CCCCCCCCCCOC)OC=O.ClC(Cl)Cl.ClC(Cl)Cl.ClC(Cl)Cl.ClC(Cl)Cl.ClC(Cl)Cl.ClC(Cl)Cl.ClC(Cl)Cl.ClC(Cl)Cl" homo_energy_ev=-9.649 total_charge=0 gap_ha=0.3665 multiplicity=1
C 5.35 -1.99 4.37 -0.100
C 4.87 -3.15 3.47 -0.262
C 3.39 -2.92 3.15 -0.224
C 2.78 -4.06 2.30 -0.198
C 3.46 -4.20 0.93 -0.189
C 3.23 -2.94 0.06 -0.199
C 4.49 -2.41 -0.65 -0.192
C 5.27 -1.35 0.13 -0.182
C 4.41 -0.14 0.56 -0.183
C 5.26 1.16 0.51 -0.123
C 4.31 2.34 0.62 -0.309
C 3.49 2.30 1.92 -0.137
C 2.02 1.90 1.69 -0.190
C 1.44 1.39 3.02 -0.197
C -0.11 1.46 3.07 -0.185
C -0.77 0.18 3.62 -0.195
C -1.97 -0.32 2.76 -0.188
C -1.43 -1.44 1.85 -0.198
C -2.52 -2.17 1.02 -0.215
C -2.35 -2.05 -0.52 -0.178
C -0.90 -2.22 -1.02 -0.214
O -0.44 -0.94 -1.47 -0.187
C 0.84 -0.58 -0.97 -0.121
O 5.04 3.62 0.55 -0.029
C 4.58 4.32 -0.53 -0.369
O 3.63 5.00 -0.48 0.129
H 6.40 -2.11 4.63 0.069
H 4.73 -1.99 5.27 0.071
H 5.16 -1.05 3.84 0.058
H 5.48 -3.22 2.57 0.080
H 5.01 -4.10 4.01 0.110
H 3.27 -1.95 2.67 0.078
H 2.86 -2.89 4.11 0.112
H 2.87 -4.97 2.90 0.108
H 1.72 -3.81 2.18 0.102
H 2.99 -5.07 0.46 0.105
H 4.51 -4.46 1.03 0.100
H 2.54 -3.22 -0.74 0.092
H 2.73 -2.16 0.63 0.073
H 4.23 -2.00 -1.63 0.070
H 5.18 -3.24 -0.84 0.111
H 6.08 -0.97 -0.50 0.104
H 5.76 -1.77 1.01 0.098
H 4.15 -0.26 1.61 0.084
H 3.50 -0.03 -0.03 0.099
H 5.86 1.20 -0.40 0.117
H 5.88 1.15 1.41 0.129
H 3.62 2.31 -0.23 0.141
H 3.97 1.62 2.63 0.108
H 3.52 3.29 2.38 0.127
H 1.49 2.81 1.39 0.123
H 1.98 1.13 0.93 0.071
H 1.85 2.00 3.83 0.110
H 1.80 0.38 3.20 0.098
H -0.47 1.76 2.08 0.102
H -0.35 2.26 3.78 0.105
H -1.06 0.26 4.67 0.106
H -0.01 -0.61 3.57 0.082
H -2.27 0.51 2.12 0.103
H -2.79 -0.67 3.38 0.107
H -0.64 -0.99 1.25 0.090
H -0.99 -2.18 2.53 0.106
H -3.48 -1.71 1.27 0.069
H -2.59 -3.20 1.37 0.063
H -2.82 -1.15 -0.90 0.114
H -2.92 -2.87 -0.96 0.061
H -0.84 -2.92 -1.87 0.084
H -0.28 -2.64 -0.22 0.114
H 0.85 0.51 -0.85 0.084
H 1.60 -0.83 -1.74 0.061
H 1.08 -1.00 0.01 0.058
H 5.13 4.23 -1.48 0.149
Cl -4.28 -5.28 0.60 0.559
C -5.56 -4.56 -0.38 -1.519
Cl -7.13 -5.26 0.05 0.531
Cl -5.60 -2.81 -0.20 0.565
H -5.36 -4.79 -1.41 0.016
Cl 0.73 -2.83 -6.18 0.529
C 0.91 -2.91 -4.43 -1.538
Cl 0.55 -4.54 -3.84 0.537
Cl 2.54 -2.43 -3.95 0.548
H 0.21 -2.22 -3.97 0.003
Cl -7.90 0.99 -1.56 0.529
C -7.72 0.91 0.19 -1.599
Cl -8.08 -0.71 0.78 0.496
Cl -6.09 1.39 0.66 0.498
H -8.42 1.60 0.64 -0.071
Cl -7.79 5.96 3.17 0.521
C -6.75 5.20 1.96 -1.555
Cl -5.43 4.32 2.74 0.526
Cl -7.69 4.12 0.92 0.543
H -6.32 5.98 1.34 -0.112
Cl -11.78 -1.76 -0.61 0.527
C -12.34 -0.44 0.42 -1.536
Cl -12.90 -1.05 1.98 0.529
Cl -11.07 0.77 0.63 0.534
H -13.18 0.04 -0.08 0.012
Cl 2.08 1.07 -6.47 0.507
C 3.14 0.34 -7.69 -1.585
Cl 4.47 -0.52 -6.91 0.522
Cl 2.22 -0.73 -8.74 0.500
H 3.56 1.14 -8.29 -0.111
Cl -4.06 10.06 0.73 0.540
C -5.41 8.98 0.38 -1.520
Cl -4.85 7.31 0.23 0.583
Cl -6.65 9.11 1.63 0.539
H -5.85 9.28 -0.56 0.015
Cl 4.36 3.02 -9.46 0.574
C 2.81 3.72 -9.95 -1.509
Cl 2.86 4.22 -11.64 0.538
Cl 1.49 2.57 -9.67 0.548
H 2.62 4.60 -9.34 0.017

Record 4
88
Properties=species:S:1:pos:R:3:mulliken_spin:R:1 method="wB97M-V/def2-TZVPD" energy_ev=-86361.257 homo_energy_ev="-0.867 / -1.291" total_charge=-1 gap_ha="0.1161 / 0.1316" multiplicity=2
Yb 2.80 1.57 2.25 1.647
P -0.29 0.14 -1.20 0.040
Cl 2.06 3.32 0.74 -0.152
C -1.15 -0.72 0.20 -0.018
H -2.18 -0.32 0.21 0.006
H -0.64 -0.30 1.10 -0.001
C 1.56 0.44 -1.12 -0.071
C -0.84 1.91 -1.01 0.026
C 2.24 0.42 -2.50 0.006
H 1.63 1.49 -0.75 -0.026
C 3.73 0.77 -2.42 0.011
H 2.13 -0.58 -2.95 0.000
H 1.75 1.13 -3.19 -0.004
C 4.47 -0.05 -1.36 0.043
H 4.18 0.61 -3.40 0.001
H 3.83 1.84 -2.19 0.003
C 3.78 0.09 0.01 -0.082
H 4.50 -1.11 -1.66 0.006
H 5.51 0.29 -1.30 -0.019
C 2.33 -0.39 -0.08 -0.048
H 4.32 -0.47 0.78 -0.153
H 3.81 1.19 0.24 0.078
H 2.29 -1.45 -0.35 0.042
H 1.80 -0.33 0.90 0.120
C -0.88 -0.76 -2.71 -0.001
C -2.34 2.14 -0.77 -0.002
H -0.29 2.21 -0.11 -0.002
C -2.59 3.60 -0.34 0.001
H -2.90 1.93 -1.69 0.000
H -2.74 1.48 0.01 -0.001
C -2.01 4.62 -1.33 0.001
H -3.66 3.77 -0.22 0.000
H -2.12 3.75 0.64 -0.002
C -0.56 4.31 -1.73 -0.015
H -2.63 4.63 -2.23 0.000
H -2.06 5.62 -0.90 0.001
C -0.37 2.84 -2.14 0.004
H -0.25 4.95 -2.56 -0.005
H 0.11 4.50 -0.88 0.003
H -0.94 2.64 -3.05 -0.001
H 0.69 2.68 -2.38 0.004
C -0.12 -2.09 -2.93 -0.003
H -1.92 -1.01 -2.44 -0.001
C -0.74 -2.89 -4.08 0.001
H 0.93 -1.88 -3.18 -0.001
H -0.12 -2.70 -2.02 0.000
C -0.82 -2.09 -5.38 0.000
H -0.16 -3.81 -4.24 0.000
H -1.76 -3.20 -3.79 0.000
C -1.49 -0.72 -5.19 0.000
H 0.20 -1.94 -5.77 0.000
H -1.37 -2.66 -6.14 0.000
C -0.93 0.08 -4.00 0.002
H -1.39 -0.12 -6.10 0.000
H -2.57 -0.88 -5.02 0.000
H 0.08 0.43 -4.25 -0.001
H -1.55 0.97 -3.85 0.000
C 0.29 -2.77 0.55 -0.004
C -1.17 -2.18 0.29 -0.003
H 0.92 -2.94 -0.32 0.013
C -2.11 -2.60 1.44 0.004
H -1.56 -2.62 -0.64 -0.001
C -1.44 -2.38 2.80 0.002
H -3.05 -2.04 1.40 0.000
H -2.34 -3.66 1.33 0.001
C -0.24 -3.31 2.95 0.003
H -1.07 -1.35 2.88 0.006
H -2.17 -2.54 3.61 -0.002
C 0.81 -2.94 1.88 -0.019
H 0.20 -3.23 3.95 -0.004
H -0.56 -4.35 2.82 0.001
H 1.27 -1.99 2.22 0.021
H 1.62 -3.70 1.87 -0.003
C -1.60 0.86 5.10 0.012
C -0.17 0.30 5.19 -0.250
C 0.69 1.21 6.06 -0.020
C -0.22 -1.10 5.81 0.038
C 0.39 0.23 3.85 -0.028
C 0.98 0.26 2.75 -0.201
H -2.05 0.89 6.10 -0.002
H -2.22 0.23 4.46 0.005
H -1.58 1.88 4.69 -0.004
H 0.28 1.26 7.08 0.004
H 1.72 0.82 6.13 0.010
H 0.73 2.22 5.65 -0.019
H -0.86 -1.77 5.22 0.007
H 0.78 -1.54 5.86 0.001
H -0.63 -1.04 6.83 -0.004